# C41H34Cl2CoN2OP2S2

C41H34Cl2CoN2OP2S2 as an isolated structure (the ωB97M-V functional and the def2-TZVPD basis, the Open Molecules 2025 dataset).

Results
Gap between HOMO and LUMO (alpha / beta) in eV: 7.373 / 7.853
LUMO (alpha / beta) in eV: -6.1 / -5.7
HOMO (alpha / beta) in eV: -13.503 / -13.506
Net charge: +2
Multiplicity: 2

Cartesian coordinates (Å):
Co  -0.0885  0.3038  0.7509
O  -0.7803  -2.2773  2.5775
S  -1.0233  -1.4863  1.3728
C  -2.7535  -1.4822  1.0011
C  -3.5585  -2.5479  1.3724
C  -4.8928  -2.5108  0.9970
C  -5.3886  -1.4352  0.2640
C  -4.5700  -0.3682  -0.0782
C  -3.2353  -0.3759  0.3137
P  -2.0752  0.9996  0.0416
C  -2.2921  1.4016  -1.7059
C  -2.9799  2.5308  -2.1374
C  -3.1754  2.7418  -3.4967
C  -2.7012  1.8253  -4.4221
C  -2.0257  0.6876  -3.9928
C  -1.8195  0.4777  -2.6401
C  -2.6804  2.3672  1.0476
C  -3.5776  2.1261  2.0873
C  -3.9596  3.1627  2.9255
C  -3.4502  4.4380  2.7324
C  -2.5556  4.6817  1.6977
C  -2.1640  3.6520  0.8583
C  -0.2827  -2.2157  -0.1001
C  -1.0118  -2.9370  -1.0378
C  -0.3504  -3.5369  -2.0953
C  1.0355  -3.4615  -2.1728
C  1.7581  -2.7448  -1.2299
C  1.1183  -2.0568  -0.1953
P  1.9604  -1.0052  1.0850
C  3.3036  -0.0312  0.3400
C  3.6053  1.1212  1.0737
C  4.6381  1.9580  0.6878
C  5.3673  1.6731  -0.4583
C  5.0755  0.5362  -1.1967
C  4.0614  -0.3223  -0.7923
C  2.8155  -2.2860  2.0627
C  4.1938  -2.1832  2.2504
C  4.8685  -3.1582  2.9718
C  4.1753  -4.2292  3.5121
C  2.8012  -4.3254  3.3346
C  2.1173  -3.3575  2.6194
H  -3.1481  -3.3738  1.9390
H  -5.5500  -3.3245  1.2718
H  -6.4301  -1.4228  -0.0277
H  -4.9715  0.4761  -0.6253
H  -3.3645  3.2465  -1.4236
H  -3.7103  3.6213  -3.8285
H  -2.8696  1.9873  -5.4784
H  -1.6775  -0.0411  -4.7139
H  -1.3111  -0.4222  -2.3060
H  -3.9833  1.1365  2.2521
H  -4.6592  2.9722  3.7280
H  -3.7519  5.2450  3.3862
H  -2.1604  5.6766  1.5437
H  -1.4582  3.8489  0.0620
H  -2.0841  -3.0402  -0.9324
H  -0.9086  -4.1026  -2.8288
H  1.5611  -3.9926  -2.9557
H  2.8364  -2.7768  -1.2655
H  3.0221  1.3662  1.9546
H  4.8647  2.8380  1.2742
H  6.1686  2.3296  -0.7697
H  5.6567  0.2961  -2.0774
H  3.9028  -1.2219  -1.3656
H  4.7498  -1.3509  1.8422
H  5.9378  -3.0737  3.1107
H  4.7025  -4.9878  4.0746
H  2.2562  -5.1569  3.7607
H  1.0465  -3.4411  2.5044
Cl  2.0208  0.1281  4.4128
C  0.3115  0.5236  4.3624
Cl  -0.0742  1.7370  3.0961
H  0.0280  0.9721  5.3071
H  -0.2568  -0.3746  4.1474
S  0.7950  2.1498  -0.2143
C  0.9845  1.9268  -1.8990
N  1.3450  0.7229  -2.4173
C  1.5518  0.5309  -3.7369
C  1.3974  1.5790  -4.5879
C  1.0448  2.8082  -4.0052
N  0.8443  2.9752  -2.7145
H  1.5235  -0.0385  -1.7717
H  1.8389  -0.4671  -4.0379
H  1.5529  1.4742  -5.6502
H  0.9228  3.6912  -4.6226